C21H26BrN3O2 | ωB97M-V/def2-TZVPD

```
53
Properties=species:S:1:pos:R:3:forces:R:3
Br -2.600 2.972 0.051 -0.622 6.673 -4.940
O 0.448 2.482 0.006 1.968 -4.267 -1.030
O -0.936 -2.017 -0.845 -2.346 6.987 -2.858
N 0.802 -0.043 -2.507 -3.240 -0.193 1.792
N -1.680 0.354 -0.815 -3.302 3.701 3.687
N 1.181 0.058 0.111 -1.003 4.649 0.115
C -2.807 1.052 4.844 -2.900 -5.514 -0.557
C 0.810 0.786 2.498 2.581 -4.124 -1.203
C 1.390 -1.568 1.916 -1.669 0.843 -8.166
C -1.258 -0.641 -1.439 3.945 -10.874 3.619
C 0.838 1.393 -0.523 -1.640 0.107 1.991
C 0.944 -1.094 4.083 -1.381 8.480 11.091
C 0.829 1.285 -2.045 9.016 -5.710 5.121
C 2.400 0.192 -6.014 -4.875 -5.217 0.856
C 0.906 0.250 3.827 -2.697 5.395 -2.469
C 0.999 -1.838 3.124 3.161 -13.528 -0.813
C 1.109 -0.283 1.442 -0.121 3.627 3.471
C -0.569 -0.399 -2.656 -1.377 -1.557 -6.303
C -2.411 -0.618 2.752 0.792 2.796 4.312
C 1.530 -2.662 0.781 5.954 11.634 -1.021
C -2.556 1.634 1.047 -0.145 -4.095 4.540
C 1.346 0.519 -4.812 2.212 -2.261 -2.361
C -2.672 0.686 3.371 -0.781 3.429 -4.885
C -2.111 0.437 0.624 1.237 -5.087 -1.035
C -2.008 -0.826 1.516 -1.752 7.224 -3.906
C 1.676 -0.401 -3.522 -1.140 7.400 -2.659
C -2.896 1.831 2.370 3.128 -10.349 1.667
H 0.572 2.120 -2.418 -3.020 5.611 -3.607
H 2.619 -0.038 -3.309 2.391 -0.470 0.868
H -3.232 2.609 2.787 -2.287 6.419 2.472
H -2.871 2.093 5.154 0.610 -0.300 -0.152
H 0.483 1.062 4.489 1.302 -1.255 0.365
H 1.653 -3.399 1.284 1.416 -9.874 4.975
H 0.941 1.821 2.158 -0.783 -0.387 0.629
H -0.565 -1.369 -3.469 -0.690 2.654 2.544
H -1.706 -1.636 1.007 1.220 -3.052 -1.181
H 1.611 -0.623 -0.438 0.251 -0.822 -1.621
H 2.151 -1.020 -6.168 1.061 2.888 -0.141
H 1.509 -1.282 -3.883 -0.245 -5.735 -1.352
H -1.981 -1.280 3.436 -0.303 -1.799 1.337
H -1.225 0.489 -3.083 1.361 -1.316 -0.392
H 3.386 0.234 -5.754 2.625 0.523 0.726
H 2.035 1.289 -2.133 -1.837 1.471 0.338
H 0.900 -2.543 0.053 -4.256 -0.012 -3.656
H 1.313 -3.030 3.596 -1.356 2.789 -2.016
H 2.581 -2.262 0.257 -2.036 -1.678 1.193
H -2.132 0.238 5.344 -1.005 2.220 -0.042
H -1.874 1.252 -1.341 0.490 -1.331 0.720
H -3.971 0.537 4.998 3.029 1.609 0.275
H 2.138 0.657 -6.937 -0.009 0.526 -0.455
H 0.364 0.200 -5.234 0.479 1.110 0.501
H 1.658 1.537 -4.797 -1.224 1.276 1.270
H 0.937 -1.197 5.215 -0.190 -1.233 -1.649
```
Forces are in eV/Å.

Computed properties:
- Frontier orbital gap: 8.1576 eV
- DFT total energy: -3704.030972 a.u.
- E_HOMO: -7.887 eV
- Spin multiplicity: 1

***

C29H33Br2CeN7O6 | ωB97M-V/def2-TZVPD

```
78
Properties=species:S:1:pos:R:3:forces:R:3
Ce 1.141 -0.146 -0.003 -0.780 1.859 -0.801
Br 3.634 -1.176 -1.627 1.028 -0.012 -0.416
Br 4.792 1.668 -0.980 0.356 0.484 -0.029
O -0.129 1.377 1.709 -0.680 0.038 0.022
O 2.343 -0.666 5.657 0.303 0.274 0.113
O 0.797 -1.269 -1.760 -0.418 -1.136 -1.644
O 2.869 -0.113 1.221 2.173 0.102 0.948
O 0.830 -2.195 6.222 0.010 -0.050 0.001
O 3.118 0.284 3.383 -0.065 0.016 -0.194
N -1.248 -0.258 -0.147 -1.577 -1.740 -0.782
N 0.778 -1.926 1.724 -0.050 -0.574 0.575
N 1.590 2.180 -0.569 0.200 0.943 0.163
N 0.651 2.911 -2.557 0.069 -0.058 0.275
N -1.915 -1.256 -0.658 0.269 1.632 0.819
N 0.186 -2.785 3.654 0.284 0.275 -0.062
N 1.765 4.437 -1.201 -0.032 -0.116 0.017
C -1.692 -4.526 -2.246 -0.277 0.122 0.090
C 1.131 -1.841 3.947 0.174 0.429 -0.284
C -2.222 -3.368 -1.632 0.077 -0.311 -0.131
C 0.461 2.306 2.615 0.250 0.132 0.184
C -2.076 0.642 0.543 -0.519 0.674 0.468
C 2.113 5.314 -2.305 0.029 0.167 -0.220
C -4.367 -4.468 -1.480 0.105 0.187 0.044
C -3.832 -5.625 -2.044 0.136 -0.142 -0.118
C -0.336 -4.536 -2.675 0.054 0.208 0.091
C -0.425 3.806 -2.956 -0.061 0.195 -0.131
C -4.241 1.611 1.016 -0.057 -0.015 0.070
C 0.007 -2.275 -1.851 -1.289 -0.738 -0.282
C -3.669 2.454 1.951 0.045 -0.111 -0.121
C 1.443 -1.574 5.389 -0.084 -0.093 -0.235
C -3.572 -3.368 -1.260 -0.122 0.021 -0.010
C 2.579 -0.297 2.436 0.261 -0.476 2.113
C 2.364 4.815 0.064 -0.151 -0.061 0.037
C -1.357 -2.235 -1.369 1.263 -0.400 -0.570
C 0.469 -3.460 -2.501 0.056 0.208 0.081
C 5.275 -0.140 -1.314 -0.181 -0.344 0.055
C 0.415 1.529 -2.921 0.241 -0.185 0.200
C -0.004 -2.816 2.322 -0.010 0.042 -0.143
C -3.452 0.723 0.314 0.367 0.016 -0.031
C -2.303 2.403 2.188 0.188 0.015 0.107
C 1.505 -1.311 2.730 0.109 -0.203 0.623
C 1.351 3.159 -1.404 -0.142 -0.130 -0.166
C -2.515 -5.649 -2.429 -0.138 -0.026 0.018
C -0.934 -3.771 1.669 -0.002 0.002 -0.063
C -1.500 1.507 1.500 -0.138 -0.428 -0.390
H 2.747 -0.229 4.841 -0.378 -0.331 0.061
H -5.305 1.633 0.841 -0.116 0.066 -0.071
H 5.784 -0.532 -0.436 -0.163 -0.039 -0.150
H 2.484 5.895 0.066 0.013 0.022 0.058
H 1.929 4.824 -3.256 0.011 0.021 0.019
H -1.715 -4.069 2.364 -0.051 -0.056 -0.017
H -5.414 -4.435 -1.224 -0.116 0.011 0.106
H 0.087 2.157 3.631 0.002 -0.041 -0.098
H -0.392 1.073 -2.316 0.192 0.102 -0.187
H 0.045 -5.421 -3.165 0.037 -0.091 -0.019
H -2.097 -6.534 -2.884 0.065 -0.109 -0.061
H -0.295 4.139 -3.986 -0.006 0.051 -0.015
H 3.175 5.561 -2.244 -0.027 0.010 -0.055
H -1.890 3.059 2.934 0.135 0.082 0.090
H 0.268 3.334 2.301 -0.040 -0.084 -0.036
H -4.278 3.158 2.496 -0.019 0.052 0.078
H -4.459 -6.491 -2.182 -0.058 -0.130 -0.068
H 0.121 1.491 -3.970 0.010 -0.046 0.060
H -1.392 -3.335 0.784 0.020 0.011 0.164
H -3.879 0.082 -0.442 -0.037 -0.047 -0.011
H 1.536 6.240 -2.255 0.033 -0.002 -0.063
H 1.342 0.954 -2.797 -0.315 0.123 -0.138
H 1.497 -3.447 -2.836 0.036 -0.064 -0.079
H -3.977 -2.477 -0.811 -0.119 0.061 0.081
H -1.384 3.285 -2.891 0.015 0.005 0.084
H 3.350 4.362 0.209 0.040 0.010 0.057
H -0.253 -3.343 4.373 -0.045 0.009 -0.025
H 5.897 -0.175 -2.207 -0.244 -0.137 0.149
H -0.392 -4.662 1.349 0.010 -0.044 0.029
H 2.256 2.484 0.147 -0.121 -0.106 -0.255
H 1.535 2.118 2.608 -0.080 -0.002 0.017
H -0.458 4.671 -2.300 -0.031 0.049 -0.037
H 1.706 4.550 0.891 0.077 -0.049 0.039
```
Forces are in eV/Å.

Computed properties:
- Frontier orbital gap (alpha / beta): 6.5186 / 6.5551 eV
- Expectation value of S²: 0.75
- Total charge: +1
- DFT total energy: -7582.745369 a.u.
- E_HOMO (alpha / beta): -10.316 / -10.348 eV
- Spin multiplicity: 2

***

C4H11N5O | ωB97M-V/def2-TZVPD

```
21
Properties=species:S:1:pos:R:3:forces:R:3
O 3.392 1.283 0.982 -1.729 -0.049 -0.748
N 3.022 -1.397 -0.497 -0.061 -2.103 0.112
N 0.641 -1.306 -0.059 0.469 -1.703 0.800
N -0.717 0.580 -0.163 -0.248 -0.099 0.618
N 2.339 1.236 0.625 1.591 -0.934 0.470
N -0.976 -0.924 1.640 0.791 1.276 -1.200
C -0.328 -0.479 0.510 -1.915 0.029 1.135
C -0.076 1.034 -1.345 -0.159 0.439 -3.478
C -1.843 1.360 0.238 -1.264 2.678 2.171
C 1.935 -0.864 -0.076 -0.957 1.627 0.605
H 0.482 0.237 -1.866 -0.002 0.806 0.451
H -0.633 -1.796 2.111 -0.697 1.537 -0.339
H -1.642 -0.217 2.063 0.970 -1.875 -0.324
H -1.848 2.456 0.039 0.957 -0.813 -0.839
H -1.955 1.501 1.319 0.314 -0.719 0.181
H 3.908 -0.964 -0.244 -0.078 0.199 -0.277
H -2.808 1.060 -0.098 -0.487 -0.989 -0.693
H 0.223 -2.284 0.031 1.718 0.918 -0.801
H -0.726 1.504 -2.147 -0.666 -1.560 0.950
H 0.377 1.992 -1.242 1.689 0.375 1.040
H 3.135 -2.391 -0.806 -0.239 0.961 0.167
```
Forces are in eV/Å.

Computed properties:
- Frontier orbital gap (alpha / beta): 8.5130 / 8.5143 eV
- Total charge: +2
- DFT total energy: -507.258004 a.u.
- E_HOMO (alpha / beta): -18.164 / -18.165 eV
- Spin multiplicity: 1

***

C6H10 | ωB97M-V/def2-TZVPD

```
16
Properties=species:S:1:pos:R:3:forces:R:3
C -0.362 -0.098 -0.118 -0.181 -0.124 0.125
C -2.168 -1.374 1.272 0.087 0.030 -0.024
C -0.868 1.142 -0.834 -0.003 0.133 -0.064
C 1.071 -0.552 -0.324 -0.001 -0.066 -0.011
C -1.220 -0.768 0.608 0.021 0.066 -0.039
C 2.118 0.504 0.047 0.026 0.063 0.015
H -1.552 1.707 -0.196 0.073 -0.079 -0.100
H -2.811 -2.106 0.787 0.128 0.065 0.074
H -1.416 0.865 -1.741 0.111 0.027 0.058
H 1.983 1.428 -0.526 0.028 -0.154 0.089
H -2.358 -1.160 2.321 0.065 -0.039 -0.111
H 3.128 0.136 -0.164 -0.167 0.031 0.046
H 1.206 -0.832 -1.379 -0.060 0.075 0.123
H 1.241 -1.462 0.263 -0.047 0.133 -0.095
H -0.056 1.812 -1.128 -0.058 -0.108 0.053
H 2.065 0.760 1.110 -0.022 -0.054 -0.138
```
Forces are in eV/Å.

Computed properties:
- Frontier orbital gap: 10.0840 eV
- DFT total energy: -234.553833 a.u.
- E_HOMO: -9.013 eV
- Structure (SMILES): C=C=C(C)CC
- Spin multiplicity: 1

***

Q: Which value of DFT total energy does entry 4 give?
A: -234.553833 a.u.